1.
C2H6N2OS | wB97M-V/def2-TZVPD

```
12
Properties=species:S:1:pos:R:3:nbo_charge:R:1
C -1.244 -1.298 1.213 0.77
C 0.081 -1.252 -0.999 -0.77
N -0.459 -0.489 1.848 -0.85
N 0.072 1.368 -0.850 -0.97
O -2.230 -1.946 1.320 -0.54
S 1.175 0.049 -0.654 0.39
H -0.600 -1.058 -1.808 0.21
H 0.566 -2.212 -0.987 0.21
H 0.331 -0.098 1.315 0.40
H -0.615 -0.158 2.794 0.40
H 0.409 2.163 -0.317 0.38
H 0.027 1.634 -1.830 0.37
```

Summary:
Kohn-Sham gap (alpha / beta), eV: 7.63 / 7.55
Energy above the lowest of the compared OMol25 structures with the same formula, charge and spin, kJ/mol: 334.0
Net charge: 0
F_max, eV/A: 2.83

***

2.
C4H12 | wB97M-V/def2-TZVPD

```
16
Properties=species:S:1:pos:R:3:nbo_charge:R:1
C -2.752 -0.441 0.398 -0.57
C -2.021 0.853 0.531 -0.56
H -2.143 -1.355 0.544 0.30
H -3.621 -0.587 1.042 0.27
H -3.030 -0.539 -0.673 0.29
H -2.557 1.807 0.633 0.31
H -1.355 0.956 -0.326 0.24
H -1.470 0.746 1.506 0.32
C 1.826 0.014 0.068 -0.55
C 2.928 -0.379 -0.956 -0.56
H 0.898 -0.153 -0.540 0.28
H 1.901 -0.563 0.972 0.23
H 1.801 1.081 0.297 0.24
H 3.191 0.482 -1.569 0.25
H 3.757 -0.720 -0.319 0.27
H 2.647 -1.203 -1.608 0.25
```

Summary:
Kohn-Sham gap (alpha / beta), eV: 13.81 / 3.35
Energy above the lowest of the compared OMol25 structures with the same formula, charge and spin, kJ/mol: 58.3
Net charge: +1
F_max, eV/A: 1.01
2S+1: 2

***

3.
C35H63FeN8O | wB97M-V/def2-TZVPD

```
108
Properties=species:S:1:pos:R:3:lowdin_charge:R:1
Fe 0.236 1.366 -2.641 0.73
C -2.014 -0.904 -0.824 -0.04
C -0.766 -0.479 -0.091 -0.45
C -0.085 -1.575 0.698 -0.02
O 0.155 0.224 -0.934 -0.10
H -2.530 0.005 -1.134 0.06
H -2.743 -1.231 -0.082 0.10
H -1.887 -1.636 -1.621 0.08
H -0.971 0.320 0.621 0.15
H -0.594 -2.019 1.554 0.07
H 0.919 -1.251 0.973 0.07
H 0.034 -2.432 0.035 0.06
C -5.052 -0.823 -3.413 -0.10
C -5.060 0.310 -4.475 -0.19
C -4.257 1.618 -4.015 -0.12
C -2.913 1.360 -3.540 -0.12
N -1.825 1.180 -3.221 0.14
H -5.822 -1.456 -3.854 0.08
H -5.300 -0.621 -2.371 0.08
H -4.157 -1.445 -3.408 0.05
H -6.100 0.552 -4.697 0.11
H -4.725 0.027 -5.473 0.11
H -4.802 1.990 -3.148 0.13
H -4.233 2.472 -4.692 0.13
C -3.634 -4.353 -2.004 -0.10
C -4.499 -4.569 -0.729 -0.23
C -5.875 -5.191 -1.048 -0.19
C -6.756 -5.305 0.090 -0.25
N -7.395 -5.413 1.023 0.16
H -3.589 -5.256 -2.613 0.08
H -2.630 -4.045 -1.711 0.04
H -4.111 -3.535 -2.544 0.04
H -4.625 -3.562 -0.330 0.10
H -3.831 -5.075 -0.032 0.11
H -5.847 -6.201 -1.456 0.13
H -6.408 -4.585 -1.780 0.12
C 0.950 -3.655 -2.053 -0.07
C 1.534 -3.782 -3.516 -0.24
C 1.121 -2.842 -4.628 -0.15
C 0.775 -1.437 -4.235 -0.05
N 0.537 -0.305 -3.952 0.12
H -0.130 -3.577 -2.176 0.06
H 1.318 -2.724 -1.623 0.04
H 1.280 -4.401 -1.331 0.09
H 1.308 -4.777 -3.899 0.11
H 2.624 -3.777 -3.506 0.11
H 0.214 -3.390 -4.884 0.13
H 1.855 -2.863 -5.433 0.14
C 4.580 4.787 -1.917 -0.09
C 5.369 3.485 -1.869 -0.25
C 4.714 2.176 -1.550 -0.16
C 3.323 2.057 -1.985 -0.08
N 2.212 1.901 -2.303 0.13
H 5.279 5.617 -1.815 0.09
H 3.823 4.909 -1.142 0.05
H 4.087 4.936 -2.878 0.08
H 6.152 3.636 -1.127 0.12
H 5.937 3.473 -2.799 0.12
H 4.728 2.049 -0.468 0.10
H 5.317 1.366 -1.959 0.14
C 1.265 5.526 0.896 -0.10
C -0.042 6.082 0.311 -0.20
C -1.122 4.973 -0.044 -0.12
C -0.507 3.954 -0.923 -0.07
N -0.147 3.096 -1.626 0.12
H 1.911 6.227 1.424 0.09
H 1.911 5.077 0.142 0.05
H 1.014 4.769 1.639 0.04
H 0.242 6.503 -0.654 0.11
H -0.433 6.889 0.929 0.12
H -1.954 5.437 -0.574 0.13
H -1.608 4.547 0.833 0.12
C 0.674 3.504 4.475 -0.11
C -0.153 2.539 3.616 -0.20
C 0.798 1.314 3.145 -0.16
C 1.757 1.777 2.143 -0.21
N 2.519 2.226 1.307 0.17
H 0.837 3.180 5.503 0.08
H 0.193 4.473 4.607 0.08
H 1.657 3.705 4.050 0.07
H -0.612 3.187 2.870 0.08
H -1.025 2.116 4.115 0.10
H 0.180 0.591 2.614 0.08
H 1.456 0.945 3.932 0.12
C -0.422 -0.344 6.172 -0.09
C -0.493 -1.391 5.003 -0.23
C -1.559 -2.556 5.299 -0.14
C -1.985 -3.234 4.073 -0.24
N -2.268 -3.730 3.078 0.14
H -1.481 -0.108 6.279 0.07
H 0.175 0.531 5.915 0.05
H -0.111 -0.701 7.153 0.08
H 0.544 -1.624 4.762 0.10
H -0.863 -0.903 4.101 0.07
H -2.450 -2.033 5.648 0.12
H -1.193 -3.294 6.012 0.12
C 4.245 -1.978 0.307 -0.10
C 4.079 -1.392 1.710 -0.23
C 5.145 -0.312 2.185 -0.17
C 6.529 -0.785 2.313 -0.24
N 7.620 -1.133 2.578 0.15
H 3.515 -2.741 0.038 0.06
H 5.209 -2.480 0.393 0.08
H 4.300 -1.237 -0.490 0.06
H 4.037 -2.240 2.393 0.11
H 3.148 -0.833 1.803 0.06
H 4.902 0.185 3.124 0.12
H 5.350 0.372 1.361 0.09
```

Summary:
Kohn-Sham gap (alpha / beta), eV: 10.00 / 6.75
Energy above the lowest of the compared OMol25 structures with the same formula, charge and spin, kJ/mol: 35.2
Net charge: +2
F_max, eV/A: 7.18
2S+1: 6

***

4.
C44H37P2Rh | wB97M-V/def2-TZVPD

```
84
Properties=species:S:1:pos:R:3:lowdin_charge:R:1
C 0.546 -1.810 -3.401 -0.12
C -0.441 -2.176 -2.456 -0.36
C -1.788 -2.164 -2.850 -0.07
C -2.139 -1.763 -4.139 -0.06
C -1.165 -1.372 -5.060 -0.05
C 0.185 -1.405 -4.687 -0.05
P -0.015 -2.175 -0.678 0.97
C -1.268 -3.186 0.125 -0.37
C -2.165 -2.656 1.061 -0.09
C -3.244 -3.436 1.483 -0.06
C -3.383 -4.753 1.039 -0.05
C -2.429 -5.304 0.175 -0.05
C -1.363 -4.526 -0.277 -0.07
Rh 0.133 0.007 -0.010 0.64
P 0.061 2.250 -0.443 0.97
C -1.332 2.222 -1.615 -0.38
C -1.175 2.614 -2.956 -0.07
C -2.217 2.394 -3.863 -0.05
C -3.407 1.792 -3.448 -0.06
C -3.553 1.374 -2.124 -0.06
C -2.530 1.596 -1.209 -0.11
C -0.286 3.474 0.829 -0.34
C 0.460 3.461 2.022 -0.09
C 0.315 4.499 2.943 -0.06
C -0.613 5.522 2.701 -0.05
C -1.420 5.491 1.556 -0.05
C -1.271 4.459 0.626 -0.06
C 1.699 2.671 -1.135 -0.35
C 2.738 1.754 -0.890 -0.12
C 3.912 1.806 -1.643 -0.05
C 4.103 2.852 -2.551 -0.05
C 3.152 3.874 -2.651 -0.05
C 1.948 3.797 -1.941 -0.07
C 1.596 -2.991 -0.470 -0.34
C 2.148 -3.807 -1.470 -0.09
C 3.425 -4.352 -1.301 -0.05
C 4.150 -4.111 -0.131 -0.05
C 3.590 -3.319 0.876 -0.06
C 2.318 -2.766 0.714 -0.09
H 1.143 2.634 2.220 0.10
H 0.933 4.514 3.846 0.12
H -0.722 6.337 3.422 0.12
H -2.164 6.273 1.384 0.12
H -1.895 4.424 -0.268 0.11
H -0.244 3.084 -3.280 0.10
H -2.086 2.696 -4.907 0.12
H -4.215 1.633 -4.165 0.12
H -4.467 0.868 -1.805 0.12
H -2.626 1.238 -0.184 0.10
H 2.568 0.943 -0.170 0.08
H 4.666 1.023 -1.533 0.12
H 5.007 2.880 -3.165 0.12
H 3.338 4.727 -3.306 0.12
H 1.200 4.586 -2.028 0.12
H 1.595 -4.012 -2.386 0.11
H 3.858 -4.960 -2.094 0.12
H 5.150 -4.533 -0.006 0.12
H 4.149 -3.132 1.792 0.11
H 1.883 -2.131 1.488 0.07
H -2.006 -1.646 1.436 0.07
H -3.983 -3.010 2.158 0.11
H -4.229 -5.358 1.370 0.12
H -2.516 -6.334 -0.160 0.12
H -0.619 -4.943 -0.958 0.12
H -2.569 -2.459 -2.144 0.12
H -3.192 -1.732 -4.423 0.12
H -1.447 -1.023 -6.053 0.12
H 0.953 -1.093 -5.394 0.12
H 1.602 -1.816 -3.122 0.11
H 0.714 0.557 -1.469 0.04
H 0.553 -0.358 -1.563 0.03
C 0.079 -0.159 1.855 -0.17
C 0.049 -0.069 3.101 0.01
C 0.033 0.000 4.517 -0.22
C -1.027 0.633 5.219 0.01
C -1.028 0.664 6.614 -0.03
C 0.016 0.076 7.341 0.00
C 1.071 -0.548 6.657 -0.03
C 1.087 -0.582 5.264 0.01
H -1.835 1.084 4.641 0.13
H -1.850 1.152 7.140 0.12
H 0.010 0.104 8.436 0.13
H 1.886 -1.011 7.213 0.12
H 1.899 -1.058 4.717 0.13
```

Summary:
Kohn-Sham gap (alpha / beta), eV: 5.61 / 4.82
Net charge: +2
F_max, eV/A: 3.10
2S+1: 5

***

5.
C2H2BO3 | wB97M-V/def2-TZVPD

```
8
Properties=species:S:1:pos:R:3:nbo_charge:R:1
B 0.094 0.133 0.333 0.32
C 1.812 -0.929 0.525 0.38
C 2.516 -0.932 -0.864 0.66
O 3.045 0.163 -1.058 -0.74
O 2.025 -1.540 1.540 -0.60
O 2.486 -1.985 -1.494 -0.73
H -0.929 -0.593 0.104 -0.14
H -0.071 1.172 0.103 -0.16
```

Summary:
Kohn-Sham gap, eV: 6.81
Energy above the lowest of the compared OMol25 structures with the same formula, charge and spin, kJ/mol: 240.2
Net charge: -1
F_max, eV/A: 6.13

***

6.
C32H30KN5O8 | wB97M-V/def2-TZVPD

```
76
Properties=species:S:1:pos:R:3:lowdin_charge:R:1
K -1.424 -0.472 0.300 0.80
O -3.818 0.199 0.206 -0.18
C -4.736 0.040 1.059 -0.42
C -6.020 -0.485 0.700 -0.05
C -7.047 -0.637 1.599 -0.16
C -6.901 -0.276 2.938 -0.17
C -5.673 0.233 3.329 -0.11
C -4.595 0.391 2.459 -0.15
C -3.377 0.928 3.053 -0.13
N -2.224 0.976 2.503 -0.03
N -1.239 1.563 3.323 0.03
C -0.055 1.171 2.900 -0.56
O 0.233 0.357 1.996 -0.17
C 1.127 1.841 3.587 -0.13
C 2.412 1.543 3.140 -0.03
C 3.520 2.136 3.726 -0.11
C 3.360 3.035 4.773 -0.14
C 2.081 3.335 5.225 -0.12
C 0.976 2.746 4.635 -0.05
H -6.147 -0.769 -0.340 0.09
H -7.993 -1.049 1.251 0.08
H -7.709 -0.393 3.651 0.07
H -5.523 0.523 4.367 0.09
H -3.481 1.303 4.079 0.10
H 2.500 0.829 2.331 0.10
H 4.513 1.890 3.368 0.09
H 4.224 3.494 5.240 0.08
H 1.944 4.034 6.043 0.09
H -0.030 2.969 4.966 0.09
C -0.765 3.028 -0.079 -0.09
O -2.023 2.819 -0.681 -0.17
C -2.052 2.994 -2.062 -0.23
C -1.148 2.066 -2.879 -0.22
O -1.228 0.699 -2.583 -0.22
C -2.524 0.136 -2.735 -0.09
H -0.383 4.037 -0.307 0.09
H -0.029 2.284 -0.393 0.06
H -0.915 2.931 0.994 0.08
H -1.775 4.032 -2.333 0.12
H -3.095 2.850 -2.354 0.12
H -0.096 2.330 -2.745 0.11
H -1.396 2.237 -3.944 0.12
H -2.891 0.306 -3.758 0.09
H -3.224 0.528 -1.994 0.07
H -2.411 -0.931 -2.554 0.08
O -0.814 -4.670 -1.593 -0.02
C -0.529 -3.470 -1.693 -0.66
O -1.043 -2.478 -1.122 -0.16
C 0.640 -3.126 -2.649 -0.10
C 0.949 -1.810 -2.961 -0.02
C 2.033 -1.498 -3.772 -0.06
C 2.838 -2.500 -4.288 -0.02
C 2.502 -3.808 -3.966 -0.15
C 1.428 -4.151 -3.168 0.06
N 3.355 -4.881 -4.508 -0.36
O 4.289 -4.566 -5.237 0.03
O 3.105 -6.035 -4.206 0.05
H 0.345 -1.017 -2.543 0.09
H 2.257 -0.459 -3.982 0.10
H 3.694 -2.296 -4.910 0.10
H 1.177 -5.172 -2.924 0.12
N 3.917 1.019 -0.852 0.11
C 2.616 1.401 -1.067 -0.18
N 1.749 0.494 -0.755 0.15
C 2.498 -0.574 -0.292 -0.24
C 2.063 -1.816 0.168 0.01
C 3.027 -2.719 0.558 -0.07
C 4.394 -2.397 0.505 -0.11
C 4.840 -1.170 0.059 -0.04
C 3.863 -0.265 -0.344 -0.21
H 4.729 1.593 -0.975 0.14
H 2.376 2.385 -1.441 0.12
H 1.008 -2.048 0.198 0.10
H 2.727 -3.696 0.909 0.10
H 5.120 -3.135 0.823 0.09
H 5.897 -0.936 0.025 0.10
```

Summary:
Kohn-Sham gap, eV: 5.04
Energy above the lowest of the compared OMol25 structures with the same formula, charge and spin, kJ/mol: 18.4
Net charge: -2
F_max, eV/A: 0.70

***

7.
C7H11N2S | wB97M-V/def2-TZVPD

```
21
Properties=species:S:1:pos:R:3:nbo_charge:R:1
C -1.020 -1.605 -0.856 -0.17
C -1.993 -0.626 -0.597 -0.18
C 0.162 -1.841 -0.240 -0.44
C -1.876 0.233 0.520 0.05
C 2.595 0.136 -0.024 0.26
C -0.695 0.029 1.344 -0.46
C -2.989 1.045 1.151 -0.67
N 2.972 -0.144 -1.291 -0.78
N 3.343 0.689 0.887 -0.77
S 0.689 -0.912 1.067 0.81
H -1.471 -2.322 -1.551 0.25
H -2.759 -0.526 -1.265 0.23
H 0.886 -2.645 -0.442 0.26
H -0.615 0.683 2.270 0.26
H -2.653 1.663 2.030 0.23
H -3.875 0.548 1.505 0.26
H -3.368 1.862 0.569 0.25
H 2.466 -0.320 -2.146 0.43
H 3.840 0.327 -1.526 0.36
H 3.126 0.468 1.856 0.43
H 4.225 1.154 0.591 0.39
```

Summary:
Kohn-Sham gap (alpha / beta), eV: 7.49 / 7.49
Energy above the lowest of the compared OMol25 structures with the same formula, charge and spin, kJ/mol: 252.3
Net charge: +1
F_max, eV/A: 4.07

***

8.
C26H60O26S8 | wB97M-V/def2-TZVPD

```
120
Properties=species:S:1:pos:R:3:lowdin_charge:R:1
O 4.609 -2.157 0.113 0.17
C 4.146 -1.074 0.240 -0.43
O 4.042 -0.520 1.509 0.16
C 3.038 0.416 1.318 -0.39
O 3.048 1.486 1.820 0.18
C 2.290 0.124 0.075 -0.14
C 0.895 0.512 -0.297 -0.11
O 0.223 -0.690 -0.675 -0.14
O 0.438 -1.595 0.384 -0.02
C 3.122 -0.527 -0.712 -0.48
S 3.017 -0.935 -2.391 0.91
H 0.377 0.855 0.597 0.13
H 0.793 1.190 -1.130 0.14
H 0.498 -2.483 -0.003 0.10
H 4.311 -0.805 -2.754 -0.12
O -1.622 5.580 1.751 -0.28
S -1.222 4.248 2.086 0.57
O -1.833 3.112 1.469 -0.28
O -1.289 4.075 3.668 -0.26
C -2.537 4.369 4.330 -0.25
C -3.572 3.281 4.119 -0.07
C 0.527 4.109 1.918 -0.12
H -2.916 5.341 4.007 0.12
H -2.306 4.449 5.391 0.11
H -3.881 3.225 3.076 0.07
H -4.457 3.480 4.723 0.08
H -3.165 2.308 4.391 0.09
H 0.998 4.951 2.415 0.07
H 0.750 4.124 0.854 0.08
H 0.851 3.167 2.353 0.06
O -2.081 7.089 8.032 -0.27
S -0.955 6.208 8.054 0.56
O -1.119 4.794 7.914 -0.28
O -0.092 6.506 9.359 -0.26
C -0.757 6.448 10.636 -0.25
C -1.031 5.026 11.085 -0.07
C 0.232 6.754 6.874 -0.11
H -1.675 7.038 10.605 0.12
H -0.085 6.933 11.342 0.12
H -1.756 4.538 10.435 0.07
H -1.429 5.020 12.099 0.08
H -0.117 4.432 11.056 0.09
H 0.386 7.822 6.997 0.08
H -0.173 6.539 5.887 0.07
H 1.156 6.203 7.027 0.08
O -0.731 -4.571 0.016 -0.28
S -1.705 -5.257 0.811 0.57
O -1.636 -6.673 0.986 -0.27
O -3.155 -4.862 0.297 -0.25
C -3.463 -5.058 -1.099 -0.24
C -3.689 -6.522 -1.425 -0.07
C -1.816 -4.490 2.391 -0.12
H -2.683 -4.628 -1.727 0.12
H -4.377 -4.499 -1.289 0.10
H -2.773 -7.100 -1.311 0.07
H -4.033 -6.637 -2.453 0.06
H -4.430 -6.955 -0.752 0.09
H -1.899 -3.415 2.255 0.08
H -0.905 -4.736 2.933 0.08
H -2.681 -4.888 2.912 0.08
O -7.058 -4.263 -0.942 -0.29
S -7.640 -3.270 -0.091 0.58
O -7.058 -2.960 1.176 -0.27
O -9.183 -3.614 0.113 -0.26
C -9.522 -4.923 0.609 -0.25
C -9.243 -5.073 2.092 -0.07
C -7.856 -1.783 -1.004 -0.11
H -9.002 -5.688 0.029 0.11
H -10.588 -5.044 0.422 0.12
H -8.175 -5.026 2.301 0.07
H -9.617 -6.032 2.452 0.08
H -9.720 -4.271 2.655 0.09
H -8.325 -2.019 -1.956 0.07
H -6.867 -1.358 -1.165 0.08
H -8.467 -1.101 -0.420 0.08
O 7.716 0.941 -4.093 -0.28
S 7.052 -0.005 -4.940 0.58
O 6.106 -0.932 -4.397 -0.28
O 8.141 -0.803 -5.776 -0.25
C 9.195 -1.475 -5.052 -0.24
C 8.717 -2.744 -4.374 -0.07
C 6.307 0.839 -6.292 -0.11
H 9.649 -0.789 -4.334 0.11
H 9.954 -1.716 -5.792 0.12
H 8.006 -2.527 -3.578 0.07
H 9.560 -3.279 -3.937 0.08
H 8.215 -3.395 -5.090 0.09
H 7.033 1.521 -6.725 0.08
H 5.456 1.390 -5.898 0.08
H 5.973 0.105 -7.021 0.08
O -6.828 -3.418 -4.000 -0.28
S -6.078 -4.548 -4.458 0.57
O -4.648 -4.550 -4.447 -0.27
O -6.584 -4.943 -5.918 -0.26
C -6.564 -3.925 -6.937 -0.25
C -5.164 -3.642 -7.446 -0.07
C -6.647 -5.991 -3.625 -0.12
H -7.042 -3.017 -6.565 0.11
H -7.180 -4.307 -7.748 0.12
H -4.544 -3.193 -6.672 0.07
H -5.202 -2.953 -8.291 0.08
H -4.676 -4.564 -7.760 0.08
H -7.732 -6.016 -3.661 0.08
H -6.307 -5.933 -2.594 0.04
H -6.220 -6.866 -4.109 0.08
O 10.146 3.628 -0.370 -0.27
S 10.129 3.854 -1.783 0.58
O 11.270 4.405 -2.448 -0.28
O 8.848 4.736 -2.142 -0.26
C 8.676 5.986 -1.449 -0.26
C 9.619 7.063 -1.951 -0.08
C 9.630 2.388 -2.617 -0.14
H 8.785 5.833 -0.374 0.11
H 7.646 6.286 -1.630 0.12
H 10.655 6.822 -1.720 0.07
H 9.382 8.020 -1.484 0.08
H 9.542 7.166 -3.033 0.08
H 8.745 1.990 -2.135 0.07
H 10.453 1.680 -2.542 0.08
H 9.435 2.624 -3.656 0.06
```

Summary:
Kohn-Sham gap, eV: 9.11
Energy above the lowest of the compared OMol25 structures with the same formula, charge and spin, kJ/mol: 104.2
Net charge: 0
F_max, eV/A: 2.75

***

Question: Number 8 is which compound?
Answer: C26H60O26S8